(1)
DFT (wB97M-V/def2-TZVPD) results for a molecular structure, C33H106N4O22.

As for the highest occupied orbital energy: -6.86 eV. Its molar mass is 911.22 g mol⁻¹. The calculation puts the HOMO-LUMO gap at 0.2549 hartree. For the LUMO energy, the calculation gives 0.08 eV.

Element x y z (Å)
H1 -1.0643 4.8729 -0.4747
H2 5.3426 0.1878 2.2700
C1 0.0176 -2.2591 1.0569
H3 4.1312 5.5252 -0.2821
H4 0.7482 3.4621 -1.4197
H5 3.1560 1.6495 -3.6317
H6 4.8552 1.7159 -0.1124
H7 2.2242 3.5714 1.4334
H8 2.6695 4.7711 1.2642
H9 0.1014 -2.8848 1.9455
H10 -3.1724 -2.2974 -1.4775
C2 -4.1357 -3.3328 -1.5329
H11 -1.1103 -1.2603 2.0586
H12 1.1207 3.7889 -3.5932
H13 -0.4668 -0.2202 0.7477
O1 1.6701 3.4332 -1.6857
H14 1.9079 5.6466 -0.0957
H15 -5.8463 -3.3078 -2.4441
H16 0.9438 -2.3657 0.4924
O2 1.0739 6.4774 1.4184
O3 1.8845 0.9135 0.2312
C3 2.4525 4.7487 0.1962
C4 -6.3861 -3.7659 -0.4953
H17 2.7178 4.0192 3.0418
H18 0.7984 -1.0133 -4.7936
O4 3.6597 4.7128 -0.4803
H19 0.3833 6.7206 -0.5533
H20 3.1880 -3.8824 -0.3597
H21 -6.4396 -4.8481 -0.6140
H22 0.2053 -2.0659 4.1575
H23 -10.4532 -3.0998 -0.9299
O5 -4.0088 -3.3827 -4.0084
C5 -1.7949 3.4170 1.3357
H24 0.6718 8.3863 2.1495
H25 -0.0720 -2.1620 5.9489
H26 3.5496 0.8734 0.9447
H27 2.2320 -2.5333 -1.1496
H28 -3.4921 3.2889 2.5049
C6 -3.4658 -2.7725 -2.8086
C7 4.1135 -0.1096 -4.6738
O6 -2.8343 1.3073 0.5791
H29 2.5968 -0.1040 -0.9866
N1 -1.3914 4.7918 1.5420
O7 1.5154 -4.2784 -1.6042
H30 1.5183 -2.2646 -2.7777
N2 -5.5284 -3.0685 -1.5158
H31 2.6236 1.5650 -1.3328
O8 -1.1952 -1.8880 -0.9937
H32 -1.0963 -3.6208 -0.0370
H33 0.8604 1.3511 4.9240
C8 0.1010 -1.5126 5.0908
O9 2.5843 -3.8325 2.8252
H34 -2.5503 -0.6554 0.9857
H35 0.0908 -5.4085 2.9730
H36 2.1431 -4.3809 -2.3233
H37 2.5794 -1.9283 3.2600
N3 4.0542 0.2980 -2.3315
C9 -2.1740 -2.3275 -1.9140
H38 4.1347 -0.7061 -2.2582
H39 3.5197 0.0569 -5.5725
C10 0.0199 6.4803 0.4459
O10 -1.5828 -1.8606 -3.7620
H40 -5.9365 -3.5146 0.4654
H41 -2.0697 -1.7086 -2.8051
C11 2.0816 0.0932 1.4160
N4 -0.2149 -0.8412 1.5033
H42 -2.7701 -3.1568 -5.6859
H43 -3.5416 -1.6495 -5.0381
C12 4.2318 0.8461 0.0950
H44 -9.6990 -1.6646 -1.6161
C13 4.9945 -2.0674 -5.5752
H45 -3.6111 -1.7007 -2.9434
H46 -1.3165 -2.6579 2.6029
H47 0.5331 0.8470 2.5420
H48 -1.2723 0.7284 3.8774
C14 1.4676 7.7852 1.7097
H49 4.4479 -2.1510 -6.5145
C15 -7.7762 -3.1365 -0.5016
H50 2.8045 1.8805 2.9155
C16 2.2066 -3.4829 -0.6152
C17 -2.5475 2.7518 2.4188
H51 1.1635 -0.7783 3.0775
H52 -10.1351 -3.1543 -2.6393
H53 5.0494 0.4322 -4.8104
C18 1.8130 3.1370 -3.0604
H54 -2.4244 3.3493 0.4484
H55 -7.7007 -2.0725 -0.2774
O11 -1.8203 2.7778 3.6420
O12 -8.4672 -3.3474 -1.7010
H56 -2.8103 1.7499 2.0794
O13 -0.0912 0.2534 -0.9589
H57 2.4123 7.7885 2.2533
H58 3.1658 -3.4194 2.1828
H59 -3.6057 -2.9076 -0.6806
H60 -0.7177 -0.7940 5.0519
H61 1.0787 -4.0524 2.2964
H62 5.9159 -1.5506 -5.8437
H63 2.4093 -0.8593 0.9996
H64 6.1402 -1.2822 1.7277
O14 -1.0178 -3.7522 2.4238
C19 1.8540 2.3451 0.5053
H65 -0.8144 -1.2899 -3.7607
H66 1.4683 -0.2534 4.5659
H67 -1.3610 -2.5604 -4.3763
H68 -1.5714 1.3770 0.2946
C20 5.8745 -0.2667 1.4341
H69 0.0362 -5.0766 1.2941
H70 1.7031 8.2943 0.7751
H71 1.3804 1.5502 3.5162
H72 0.1991 -1.4472 -1.9458
O15 4.3391 -1.5091 -4.4911
H73 2.6937 2.5892 1.1559
O16 1.8925 2.1731 2.9811
C21 0.1274 -4.5833 2.2618
O17 -0.9738 1.8637 -0.2730
C22 1.9490 3.4840 2.4845
H74 -1.8502 -4.2247 2.3504
H75 -1.9045 -3.3463 -2.1924
H76 1.8119 3.8833 0.0266
O18 1.0327 0.8824 4.1073
C23 -2.6326 0.2973 1.5088
O19 5.0296 -0.2602 0.3174
H77 -0.9554 2.7335 1.2086
C24 1.9609 -2.7819 3.5373
H78 -3.9919 -4.4091 -1.4386
H79 2.8579 0.5979 1.9911
C25 -9.7635 -2.7497 -1.6979
H80 -2.4147 -3.0606 -2.8196
H81 2.3554 -0.0009 -3.5844
O20 1.4160 -0.9043 5.2696
H82 1.9032 2.9081 -0.4268
H83 -0.2570 -0.6786 -0.8171
C26 0.8157 -0.1636 2.2473
O21 -1.5416 -1.7417 2.7646
C27 3.2832 0.5702 -3.5477
H84 -2.1398 -2.3947 0.7519
H85 -0.4937 1.9598 4.7541
H86 1.5330 -3.3949 0.2372
H87 2.8609 3.3493 -3.2722
C28 -3.6260 -2.7289 -5.1640
C29 -1.1999 -2.5686 0.2278
H88 -0.4788 1.1878 -0.7361
C30 -0.8604 1.7300 3.7537
H89 -0.9985 4.9755 2.4541
H90 -3.6390 1.0855 0.1048
H91 0.3977 4.4316 0.4663
H92 -8.2281 -3.6606 0.3405
H93 5.3845 -3.0631 -5.3644
H94 6.7589 0.3667 1.3648
H95 0.7721 0.4048 -0.5742
H96 -3.3733 0.3301 2.3079
H97 1.8387 -2.9199 4.6116
C31 0.9292 -1.3479 -2.7490
H98 0.9840 -2.5667 3.1043
C32 -0.4916 5.0610 0.4335
H99 1.6517 2.0779 -3.2614
H100 1.5690 -0.4852 -2.5631
H101 -4.3529 -3.0019 -5.9290
C33 3.2895 0.7209 -1.1537
H102 -0.8016 7.1894 0.5484
H103 0.8992 2.5942 0.9684
H104 -0.0564 1.7665 3.0187
O22 0.2743 -1.0693 -3.9913
H105 -1.6787 0.3524 2.0333
H106 1.0549 4.0264 2.7916

(2)
DFT (wB97M-V/def2-TZVPD) results for 15 unconnected molecules or ions with the total composition C23H76N14O15.

As for the highest occupied orbital energy: -8.24 eV. The value obtained for the energy relative to the best compared isomer or geometry (same formula, charge and spin) is 40.5 kcal/mol. Its molar mass is 788.94 g mol⁻¹. The calculation puts the HOMO-LUMO gap at 0.2740 hartree. For the LUMO energy, the calculation gives -0.78 eV.

Element x y z (Å)
H1 -29.9057 7.6695 7.0355
H2 -26.1927 12.4076 4.4624
H3 -24.8133 5.5289 0.8756
N1 -24.6275 7.2459 -1.1532
N2 -26.7536 11.5435 -3.3915
H4 -27.4598 12.1080 -1.9763
N3 -24.7706 11.5071 -2.5911
C1 -28.6433 7.1282 -2.3220
C2 -24.8744 7.1001 2.3958
C3 -24.0976 11.9170 4.2197
H5 -23.8165 15.0337 1.5668
H6 -29.1481 6.5624 4.5532
C4 -23.3862 7.0451 -0.8641
O1 -23.0659 12.3225 3.2644
H7 -26.1797 5.3965 2.0496
N4 -22.5947 6.9083 -1.8621
H8 -22.4629 13.7391 1.2826
O2 -25.1031 12.9840 0.2783
H9 -22.8145 13.1981 3.5011
O3 -21.4122 10.8983 0.2803
H10 -23.6854 11.1780 1.6988
H11 -26.0996 8.8820 0.9548
H12 -27.1018 8.3189 -1.6790
H13 -25.5857 8.1391 6.5731
H14 -24.7231 10.2817 0.7375
H15 -21.6668 6.6712 -1.7072
H16 -30.9972 8.9767 -1.9197
H17 -28.2870 6.5262 -4.2704
H18 -27.3765 9.6472 7.1669
N5 -27.9341 7.0041 -3.4437
O4 -29.9185 6.6694 -2.1601
H19 -28.2439 11.8300 2.2291
H20 -22.3676 9.7124 -1.7764
N6 -29.5217 7.9643 6.1734
H21 -26.3124 14.2263 0.9054
H22 -28.6350 8.3781 -0.7590
C5 -30.2512 12.4444 3.9281
H23 -24.6396 12.0929 0.3439
H24 -26.6400 8.1157 4.1925
H25 -28.4037 14.0060 1.8959
H26 -25.2937 6.9891 -0.4300
N7 -28.7680 6.1102 3.7274
H27 -26.9149 7.3573 -3.4467
H28 -28.5367 7.8208 6.1833
H29 -26.5541 10.1191 -0.2321
H30 -31.0955 9.4327 1.1380
O5 -28.8834 12.2250 3.8174
O6 -29.3816 9.3692 0.2970
H31 -24.0002 11.1171 -1.9389
H32 -23.8133 12.1557 5.2479
H33 -24.3791 7.8720 1.8344
H34 -27.7381 11.7389 0.4766
H35 -28.9407 8.5292 3.3947
H36 -25.0669 7.2943 -2.0332
H37 -24.8403 14.7856 -0.5600
N8 -26.3541 9.8769 0.7378
H38 -24.1432 6.5702 3.0769
H39 -28.2632 9.1075 4.8077
C6 -26.5447 9.9318 6.4934
C7 -28.3767 14.3559 -1.5230
N9 -29.2824 9.3048 4.5648
N10 -28.0777 8.0113 -1.5350
H40 -30.8706 7.8769 0.4642
O7 -26.8751 7.9579 5.1110
H41 -28.4193 12.7542 4.5076
H42 -29.3464 12.7960 -2.7197
H43 -32.4767 9.1322 -1.0598
N11 -27.6413 11.4085 1.5168
H44 -26.6554 12.3815 -4.0911
C8 -30.1204 8.9177 5.4550
C9 -25.5284 6.1194 1.5113
H45 -29.3972 10.2692 4.2325
O8 -28.0974 12.0990 -1.1617
H46 -30.0471 12.8721 -1.0851
O9 -22.8195 6.6686 0.3382
H47 -31.9894 12.1440 2.6239
C10 -30.7404 8.9424 0.3187
C11 -31.4001 9.3880 -0.9339
H48 -27.3760 14.3932 3.1849
H49 -30.3992 13.5141 3.9527
H50 -30.6366 12.0566 4.8019
N12 -23.7494 10.6594 0.8185
C12 -25.2875 12.6165 3.8318
H51 -27.9695 16.7450 2.9811
C13 -29.0954 12.9493 -1.6575
C14 -24.1954 13.9305 -0.2206
H52 -27.0205 6.3218 0.2822
C15 -26.9418 10.3532 1.7985
C16 -25.8947 10.8933 -2.6502
H53 -27.6575 11.0310 -3.4919
H54 -22.6849 15.1710 0.4096
C17 -23.2482 14.4379 0.8283
H55 -31.1324 10.6777 3.1537
O10 -26.2994 6.8716 0.6669
H56 -28.9498 15.1375 -1.8690
N13 -23.1379 9.8694 -1.0561
H57 -29.0898 16.4436 1.6566
H58 -28.1296 14.5619 -0.5296
C18 -25.9592 8.7326 5.7788
C19 -22.6974 10.4098 0.0467
H59 -26.9955 10.6423 5.8353
H60 -23.9610 9.2739 -1.2502
H61 -28.4241 5.1622 3.7956
H62 -23.6650 13.5167 -1.0110
H63 -30.3906 11.6863 1.8639
H64 -25.1681 13.7179 3.9619
N14 -28.9674 7.9016 2.5224
O11 -26.7535 9.8013 3.0993
C20 -30.9811 11.6934 2.7758
H65 -24.2784 10.8956 3.9850
H66 -31.3170 10.4995 -1.0129
H67 -29.3614 10.2573 0.0248
O12 -31.3991 9.3469 5.5629
H68 -25.7560 12.5946 2.8210
H69 -22.7510 7.3185 -2.7653
O13 -26.1146 9.6578 -1.9680
H70 -25.8345 10.4969 7.0721
H71 -25.5047 7.6519 2.9929
H72 -29.3997 15.7677 3.2469
O14 -28.7310 5.8494 1.4261
C21 -27.7740 14.8009 2.2689
H73 -24.7189 12.4263 -3.0594
H74 -25.2659 9.2212 5.0586
H75 -27.4750 14.4686 -2.0778
H76 -28.8980 8.3765 1.6085
C22 -28.7484 6.6375 2.5299
O15 -26.6699 15.0448 1.3718
C23 -28.6421 15.9948 2.5468

Question: Which formula does entry 2 have?
Answer: C23H76N14O15